[1]
Molecular formula: C12H9Cl3CuN2O6
Method: DFT, ωB97M-V/def2-TZVPD

Calculated values
E, eV: -110056.267
HOMO-LUMO gap (alpha / beta), Ha: 0.321 / 0.318
Molecular weight, u: 447.12
Spin multiplicity: 2
LUMO level (alpha / beta), eV: -1.1 / -1.2
HOMO (alpha / beta), eV: -9.84 / -9.82

Last column: natural (NBO) charge in e.
CARTESIAN COORDINATES (ANGSTROEM)
Cu 0.5365 -0.5179 -0.0045  1.464
Cl 4.2953 1.7169 -2.2293  0.020
Cl 2.1713 1.1828 -4.1704  -0.048
Cl 0.3729 -0.2642 2.7044  2.540
O 1.8644 0.6166 -0.9215  -0.786
O -0.7263 0.1379 1.8501  -0.881
O 0.8605 0.8074 3.4762  -0.774
O 0.0146 -1.3922 3.4869  -0.809
O 1.4523 -0.6835 1.7280  -0.920
O 1.9976 -1.3219 -2.0217  -0.689
N -0.3844 -2.3578 0.0595  -0.516
N -0.7724 -0.2871 -1.4664  -0.518
C -2.5057 -0.1648 -3.5897  -0.133
C -1.5873 -4.8074 -0.2316  -0.138
C -1.7729 0.9504 -3.2249  -0.238
C 2.2919 -0.1421 -1.8485  0.740
C -2.3602 -1.3412 -2.8715  -0.217
C -1.8750 -3.7787 -1.1125  -0.216
C -0.6885 -4.5911 0.7984  -0.237
C 3.2390 0.4961 -2.8892  -0.304
C -0.9024 0.8436 -2.1544  0.095
C -1.4849 -1.3722 -1.8001  0.193
C -1.2548 -2.5523 -0.9398  0.173
C -0.1013 -3.3417 0.9059  0.096
H -1.8540 1.8843 -3.7615  0.238
H -2.0620 -5.7721 -0.3507  0.228
H -2.5711 -3.9374 -1.9234  0.223
H 0.6075 -3.1051 1.6878  0.241
H -3.1826 -0.1251 -4.4325  0.229
H 3.8294 -0.2764 -3.3648  0.240
H -0.2667 1.6630 -1.8462  0.241
H -2.9232 -2.2191 -3.1519  0.225
H -0.4382 -5.3644 1.5095  0.236

[2]
Molecular formula: C18H19BrHfN14O
Method: DFT, ωB97M-V/def2-TZVPD

Calculated values
E, eV: -113220.430
HOMO-LUMO gap, Ha: 0.304
Molecular weight, u: 705.84
Total charge: +2
LUMO level, eV: -6.7
HOMO, eV: -14.97

Last column: natural (NBO) charge in e.
CARTESIAN COORDINATES (ANGSTROEM)
Hf 0.5446 0.3156 0.2893  2.384
Br -1.1843 3.5511 -5.6921  0.211
O 1.2358 -1.7456 0.4584  -0.768
N 3.3990 0.4317 1.1578  0.032
N 2.7836 0.5386 -0.0205  -0.278
N 0.2933 -0.1254 2.5206  -0.489
N 1.0177 -3.0695 -1.3177  -0.542
N -0.4190 0.6440 3.3855  -0.305
N 1.6124 3.3488 1.5687  -0.589
N -0.0620 1.2005 -1.8532  -0.620
N -0.3620 2.1197 0.9999  -0.674
N -0.6257 4.2405 1.5066  -0.293
N -1.8333 3.6543 1.2640  -0.007
N 2.1640 1.7490 -0.0558  -0.471
N 3.1950 1.5072 1.8777  -0.225
N -1.6996 2.4223 0.9591  -0.126
N -1.2555 -0.9839 -0.3413  -0.594
C -0.7398 2.6033 -4.1591  -0.023
C -2.2742 -2.5925 -1.7664  -0.213
C 1.5289 -2.8237 -0.1219  0.758
C 0.5894 2.3064 -3.8789  -0.265
C -3.5686 -1.5209 -0.0669  -0.209
C -1.1676 -1.8823 -1.3512  0.221
C -0.1451 0.3399 4.6519  0.055
C 2.3654 2.2843 1.1474  0.468
C -1.3433 1.4946 -2.1448  0.073
C 0.8806 1.6221 -2.7210  0.086
C 0.8020 -0.6703 4.6456  -0.308
C -1.7243 2.1908 -3.2696  -0.255
C 1.0450 -0.9214 3.3084  0.046
C 2.4097 -3.8196 0.5473  -0.706
C -2.4313 -0.8164 0.2827  0.071
C 0.2388 3.2803 1.3443  0.486
C 0.1742 -2.0999 -2.0107  -0.254
C -3.4912 -2.4164 -1.1165  -0.095
H -4.4902 -1.3469 0.4697  0.263
H 1.2638 -3.9309 -1.7818  0.439
H -1.0701 1.3272 3.0261  0.446
H 0.0257 -2.4664 -3.0243  0.263
H -2.1873 -3.2857 -2.5925  0.249
H -2.7676 2.4160 -3.4363  0.264
H 1.7258 -1.6185 2.8523  0.246
H -2.0946 1.1910 -1.4295  0.226
H 1.2533 -1.1434 5.4994  0.272
H 1.9712 4.0101 2.2409  0.460
H -2.4627 -0.0665 1.0645  0.240
H -4.3653 -2.9707 -1.4318  0.259
H -0.6383 0.8524 5.4622  0.262
H 0.7291 -1.1648 -2.1307  0.230
H 1.8336 -4.3029 1.3391  0.272
H 3.2482 -3.2918 0.9988  0.274
H 1.3881 2.6123 -4.5387  0.266
H 2.7752 -4.5787 -0.1402  0.251
H 1.9097 1.4007 -2.4750  0.233

It is found that the energy relative to the best compared isomer or geometry (same formula, charge and spin) values, taken in the order of the records, are 2.8; 21.0 kcal per mole.